1.
Below is C35H62F9MgO28 as an isolated structure in a non-equilibrium geometry, with properties calculated with ωB97M-V/def2-TZVPD.

## Properties
Total energy = -4576.43131 Eh
F_max = 0.054 hartree/bohr
Orbital gap = 8.039 eV
Net charge = +1
E_LUMO = -2.47 eV
HOMO level = -0.3861 Ha

XYZ file:
```
135
C35H62F9MgO28 ωB97M-V/def2-TZVPD
Mg -22.18 9.80 -19.77
C -18.66 8.48 -18.41
C -19.34 9.83 -18.13
O -20.59 9.96 -18.65
H -18.30 8.48 -19.44
H -19.31 7.64 -18.16
H -17.76 8.35 -17.79
H -18.64 10.58 -18.55
H -19.32 10.05 -17.05
C -13.59 7.84 -17.14
C -15.01 7.28 -17.04
O -14.99 5.86 -17.19
C -15.20 5.30 -18.36
O -15.49 5.93 -19.34
C -14.97 3.79 -18.43
F -16.13 3.14 -18.45
F -14.30 3.50 -19.52
F -14.28 3.33 -17.39
H -13.64 8.93 -17.06
H -13.21 7.57 -18.13
H -12.89 7.41 -16.43
H -15.72 7.78 -17.69
H -15.32 7.50 -16.02
C -19.19 17.22 -14.85
C -19.94 15.95 -15.24
O -19.42 14.81 -14.54
C -20.10 13.70 -14.66
O -21.18 13.59 -15.15
C -19.42 12.50 -13.98
F -19.31 11.61 -14.98
F -18.24 12.81 -13.50
F -20.16 11.94 -13.05
H -19.66 18.09 -15.29
H -18.14 17.24 -15.13
H -19.23 17.30 -13.76
H -19.78 15.73 -16.30
H -21.00 16.09 -15.03
C -15.46 10.87 -16.40
C -16.50 11.96 -16.57
O -16.24 12.64 -17.81
C -16.92 13.76 -17.99
O -17.50 14.37 -17.14
C -16.73 14.39 -19.38
F -15.79 15.32 -19.36
F -16.39 13.49 -20.30
F -17.87 14.98 -19.74
H -15.17 10.54 -17.41
H -15.81 10.04 -15.80
H -14.49 11.25 -16.06
H -16.43 12.59 -15.68
H -17.48 11.49 -16.58
C -21.29 6.14 -20.81
O -22.17 5.67 -19.81
C -22.62 6.55 -18.94
O -22.47 7.75 -19.00
O -23.26 5.92 -18.00
C -23.94 6.66 -16.98
H -20.37 6.54 -20.37
H -21.73 6.94 -21.41
H -21.06 5.34 -21.50
H -23.23 6.87 -16.19
H -24.68 5.96 -16.58
H -24.47 7.52 -17.38
C -15.97 10.07 -20.37
O -14.66 9.68 -20.71
C -13.68 10.52 -20.35
O -13.74 11.40 -19.54
O -12.59 10.15 -21.03
C -11.36 10.80 -20.71
H -16.68 9.37 -20.79
H -16.30 11.06 -20.69
H -16.16 10.16 -19.29
H -10.97 10.35 -19.80
H -11.53 11.86 -20.51
H -10.69 10.66 -21.55
C -18.23 7.72 -23.01
O -19.54 8.06 -22.57
C -19.86 9.18 -21.99
O -20.91 9.32 -21.40
O -18.92 10.09 -22.11
C -19.05 11.47 -21.75
H -18.32 6.86 -23.68
H -17.65 7.41 -22.14
H -17.71 8.52 -23.52
H -18.24 12.12 -22.06
H -19.13 11.55 -20.66
H -20.01 11.80 -22.16
C -25.98 11.28 -18.34
O -25.26 11.08 -17.14
C -24.03 10.56 -17.23
O -23.45 10.32 -18.27
O -23.59 10.41 -16.02
C -22.28 9.89 -15.81
H -26.72 12.04 -18.13
H -26.44 10.35 -18.68
H -25.34 11.69 -19.13
H -22.05 8.95 -16.30
H -22.09 9.76 -14.74
H -21.57 10.69 -16.03
C -15.76 9.71 -12.46
O -16.27 9.32 -13.74
C -17.44 8.71 -13.75
O -18.14 8.44 -12.81
O -17.74 8.43 -15.03
C -19.13 8.23 -15.28
H -16.50 10.18 -11.81
H -14.92 10.37 -12.65
H -15.41 8.82 -11.94
H -19.46 7.34 -14.75
H -19.21 8.04 -16.35
H -19.73 9.08 -14.95
C -24.42 12.76 -21.73
O -23.66 13.48 -20.77
C -22.63 12.91 -20.21
O -22.24 11.77 -20.39
O -21.94 13.83 -19.56
C -20.82 13.39 -18.80
H -24.92 11.91 -21.24
H -23.76 12.37 -22.50
H -25.22 13.37 -22.14
H -20.26 14.27 -18.50
H -20.17 12.68 -19.32
H -21.15 12.85 -17.91
C -18.96 5.08 -17.19
O -17.97 5.52 -16.27
C -17.57 4.69 -15.32
O -17.88 3.54 -15.20
O -16.86 5.41 -14.45
C -16.28 4.74 -13.35
H -19.60 5.89 -17.53
H -19.61 4.33 -16.74
H -18.48 4.63 -18.06
H -16.99 4.62 -12.52
H -15.41 5.33 -13.06
H -15.92 3.74 -13.60
```

---

2.
Below is a 7-piece molecular cluster, C35H63FN6O2S overall in a non-equilibrium geometry, with properties calculated with ωB97M-V/def2-TZVPD.

## Properties
Total energy = -2347.98758 Eh
F_max = 0.208 hartree/bohr
Orbital gap = 8.656 eV
E_LUMO = 0.02 eV
HOMO level = -0.3175 Ha

XYZ file:
```
108
C35H63FN6O2S ωB97M-V/def2-TZVPD
C 8.89 0.99 2.98
C 9.24 0.25 1.55
C 8.07 0.36 0.41
C 8.19 1.66 -0.58
C 7.91 3.11 0.15
C 6.33 3.38 0.54
C 5.99 2.96 2.10
S 4.11 2.89 2.43
C 3.60 1.21 1.71
C 1.99 1.04 1.50
C 1.74 0.44 -0.01
F 1.47 0.14 2.59
C 3.22 4.31 1.58
O 3.40 4.71 0.31
O 2.24 5.09 2.40
H 7.89 0.63 3.48
H 8.81 2.17 2.91
H 9.77 0.78 3.76
H 10.29 0.60 1.14
H 9.37 -0.91 1.79
H 6.97 0.23 0.85
H 8.21 -0.60 -0.29
H 9.28 1.66 -1.05
H 7.37 1.56 -1.45
H 8.19 3.94 -0.66
H 8.63 3.30 1.06
H 5.56 2.94 -0.24
H 6.17 4.56 0.49
H 6.58 3.56 2.90
H 6.34 1.82 2.21
H 4.04 0.39 2.45
H 4.18 1.02 0.68
H 1.40 2.05 1.61
H 0.58 0.31 -0.14
H 2.33 -0.57 -0.08
H 2.18 1.17 -0.85
C 7.29 -2.17 7.37
C 5.88 -1.59 7.34
C 5.54 -0.95 5.99
C 6.49 0.20 5.71
N 7.29 1.15 5.48
H 8.05 -1.39 7.24
H 7.49 -2.64 8.34
H 7.43 -2.92 6.59
H 5.78 -0.85 8.14
H 5.17 -2.39 7.55
H 4.51 -0.56 6.02
H 5.61 -1.68 5.19
C -0.70 2.07 -2.42
C 0.36 2.23 -3.50
C -0.08 1.67 -4.86
C -0.36 0.18 -4.72
N -0.59 -1.06 -4.62
H -0.92 1.02 -2.22
H -0.36 2.51 -1.48
H -1.64 2.57 -2.71
H 1.28 1.73 -3.17
H 0.59 3.30 -3.62
H 0.71 1.82 -5.60
H -0.98 2.17 -5.21
C -2.77 -3.45 -4.89
C -2.40 -4.68 -5.72
C -3.09 -5.96 -5.23
C -2.68 -6.24 -3.79
N -2.34 -6.48 -2.60
H -2.45 -3.56 -3.85
H -2.27 -2.56 -5.30
H -3.85 -3.28 -4.91
H -1.31 -4.82 -5.69
H -2.68 -4.50 -6.76
H -2.81 -6.80 -5.86
H -4.18 -5.85 -5.28
C -7.55 -3.18 -1.81
C -6.17 -3.74 -1.46
C -5.16 -2.65 -1.10
C -4.97 -1.71 -2.28
N -4.82 -0.93 -3.25
H -7.51 -2.54 -2.70
H -8.24 -4.00 -2.04
H -7.96 -2.60 -0.98
H -5.80 -4.33 -2.31
H -6.27 -4.43 -0.62
H -4.20 -3.11 -0.84
H -5.51 -2.08 -0.23
C -6.12 3.15 -3.40
C -5.82 2.52 -2.05
C -5.22 3.52 -1.05
C -3.91 4.06 -1.60
N -2.82 4.52 -2.05
H -5.21 3.52 -3.89
H -6.57 2.41 -4.07
H -6.82 3.99 -3.30
H -5.13 1.68 -2.20
H -6.74 2.11 -1.63
H -5.03 3.02 -0.09
H -5.91 4.35 -0.88
C -10.71 -1.32 2.21
C -9.33 -1.88 2.56
C -8.32 -0.79 2.93
C -8.14 0.15 1.75
N -7.98 0.94 0.77
H -10.67 -0.67 1.33
H -11.41 -2.13 1.99
H -11.12 -0.74 3.05
H -8.96 -2.46 1.71
H -9.44 -2.57 3.41
H -7.36 -1.24 3.18
H -8.67 -0.21 3.79
```

---

3.
Below is a 8-piece molecular cluster, C35H63N10O2 overall in a non-equilibrium geometry, with properties calculated with ωB97M-V/def2-TZVPD.

## Properties
Total energy = -2068.88414 Eh
F_max = 0.110 hartree/bohr
Orbital gap = 7.671 eV
Net charge = +1
E_LUMO = -4.42 eV
HOMO level = -0.4442 Ha

XYZ file:
```
110
C35H63N10O2 ωB97M-V/def2-TZVPD
C 7.50 1.91 1.71
N 7.13 0.47 1.30
C 5.73 0.55 0.73
C 4.68 -0.55 1.43
C 3.30 -0.21 0.54
N 2.49 0.54 1.37
C 1.21 0.97 0.68
O 0.41 1.76 1.64
N 0.44 3.04 1.24
O 1.06 3.73 2.05
C 3.03 0.79 2.76
C 4.54 0.10 2.96
H 6.70 2.41 2.40
H 8.57 1.93 2.22
H 7.54 2.55 0.70
H 7.75 0.30 0.45
H 5.68 0.32 -0.44
H 5.23 1.62 0.89
H 5.04 -1.68 1.37
H 3.07 -0.55 -0.57
H 1.46 1.71 -0.22
H 0.64 0.05 0.21
H 2.80 1.79 3.32
H 2.37 0.02 3.40
H 5.24 1.01 3.21
H 4.56 -0.66 3.87
C -2.51 2.50 -0.37
C -3.87 2.00 0.10
C -4.43 0.87 -0.77
C -4.69 1.31 -2.15
N -4.89 1.65 -3.24
H -2.56 2.92 -1.38
H -2.14 3.28 0.30
H -1.78 1.68 -0.38
H -4.57 2.84 0.12
H -3.78 1.63 1.13
H -5.36 0.51 -0.33
H -3.73 0.02 -0.78
C 6.10 0.37 -5.23
C 5.97 -0.97 -4.50
C 5.81 -0.81 -2.99
C 6.98 -0.19 -2.36
N 7.91 0.30 -1.87
H 6.98 0.92 -4.91
H 6.18 0.20 -6.31
H 5.22 0.99 -5.05
H 6.85 -1.58 -4.72
H 5.10 -1.50 -4.90
H 5.64 -1.80 -2.55
H 4.91 -0.21 -2.78
C -2.00 -1.67 -4.46
C -2.13 -3.01 -3.73
C -2.29 -2.85 -2.22
C -1.12 -2.23 -1.59
N -0.19 -1.74 -1.10
H -1.12 -1.12 -4.15
H -1.92 -1.84 -5.54
H -2.88 -1.05 -4.29
H -1.25 -3.62 -3.95
H -3.00 -3.54 -4.13
H -2.46 -3.84 -1.78
H -3.19 -2.25 -2.01
C -3.22 7.22 1.49
C -2.37 6.88 2.71
C -2.35 5.39 3.04
C -3.68 4.89 3.41
N -4.74 4.49 3.69
H -4.27 6.96 1.65
H -3.17 8.30 1.28
H -2.86 6.69 0.61
H -2.74 7.45 3.57
H -1.34 7.21 2.52
H -1.66 5.22 3.87
H -1.97 4.83 2.18
C -0.19 -0.09 6.51
C 0.56 0.99 7.27
C 1.97 1.25 6.73
C 2.84 0.07 6.87
N 3.52 -0.86 6.97
H 0.31 -1.06 6.58
H -1.20 -0.21 6.91
H -0.28 0.17 5.45
H 0.61 0.71 8.33
H -0.01 1.92 7.22
H 2.41 2.09 7.27
H 1.91 1.55 5.67
C -5.12 -5.49 -7.57
C -3.69 -5.04 -7.79
C -2.66 -5.91 -7.07
C -2.81 -5.85 -5.61
N -2.93 -5.80 -4.46
H -5.40 -5.43 -6.52
H -5.81 -4.85 -8.14
H -5.26 -6.52 -7.91
H -3.58 -3.99 -7.48
H -3.47 -5.06 -8.87
H -1.65 -5.57 -7.34
H -2.75 -6.95 -7.41
C -2.73 -1.58 2.78
C -4.09 -2.08 3.25
C -4.65 -3.20 2.38
C -4.91 -2.77 1.00
N -5.10 -2.42 -0.09
H -2.78 -1.15 1.77
H -2.36 -0.80 3.45
H -1.99 -2.39 2.77
H -4.79 -1.24 3.27
H -3.99 -2.44 4.28
H -5.58 -3.57 2.82
H -3.95 -4.05 2.37
```

---

4.
Below is a 9-piece molecular cluster, C35H63N8O overall in a non-equilibrium geometry, with properties calculated with ωB97M-V/def2-TZVPD.

## Properties
Total energy = -1884.64677 Eh
F_max = 0.031 hartree/bohr
Orbital gap = 5.550 eV
Energy relative to the best compared isomer or geometry (same formula, charge and spin) = 7.3 kcal/mol
Net charge = -1
E_LUMO = 1.99 eV
HOMO level = -0.1309 Ha

XYZ file:
```
107
C35H63N8O ωB97M-V/def2-TZVPD
C 1.32 -1.85 1.21
C 0.96 -1.17 -0.12
C 0.84 0.34 0.06
O 1.73 -1.56 -1.16
H 0.52 -1.78 1.96
H 2.18 -1.33 1.66
H 1.57 -2.90 1.08
H -0.12 -1.44 -0.28
H 1.81 0.78 0.35
H 0.09 0.59 0.83
H 0.51 0.87 -0.84
C 1.54 -0.25 -6.41
C 0.57 -0.78 -5.37
C 0.91 -0.42 -3.94
C 1.11 1.01 -3.64
N 1.26 2.12 -3.40
H 1.71 0.82 -6.32
H 1.20 -0.50 -7.42
H 2.54 -0.68 -6.34
H 0.53 -1.86 -5.53
H -0.46 -0.47 -5.60
H 1.86 -0.89 -3.68
H 0.21 -0.88 -3.24
C 1.88 -4.37 4.33
C 2.85 -3.20 4.29
C 4.19 -3.51 3.63
C 4.01 -3.94 2.24
N 3.86 -4.27 1.16
H 1.43 -4.64 3.38
H 1.01 -4.11 4.95
H 2.32 -5.24 4.83
H 3.05 -2.98 5.34
H 2.42 -2.31 3.84
H 4.74 -4.28 4.17
H 4.76 -2.58 3.65
C -2.78 -2.90 -5.02
C -3.06 -2.97 -3.51
C -1.98 -2.53 -2.50
C -0.76 -3.25 -2.85
N 0.18 -3.85 -3.14
H -2.15 -3.72 -5.37
H -2.26 -2.01 -5.36
H -3.71 -2.91 -5.58
H -3.40 -3.99 -3.32
H -3.88 -2.31 -3.23
H -2.28 -2.83 -1.50
H -1.79 -1.46 -2.41
C 4.51 -0.62 1.21
C 4.15 0.79 1.66
C 3.12 0.93 2.79
C 3.48 0.16 3.97
N 3.75 -0.48 4.88
H 5.03 -1.20 1.98
H 5.20 -0.55 0.36
H 3.64 -1.17 0.87
H 3.77 1.28 0.77
H 5.03 1.25 2.11
H 2.15 0.52 2.46
H 2.91 1.96 3.07
C -2.06 2.93 1.77
C -3.25 2.99 2.71
C -2.89 3.77 3.98
C -2.39 5.16 3.79
N -1.97 6.21 3.63
H -1.78 3.88 1.31
H -2.36 2.34 0.90
H -1.23 2.40 2.22
H -3.49 1.97 2.99
H -4.11 3.46 2.24
H -2.14 3.23 4.56
H -3.75 3.82 4.65
C -4.53 -1.46 3.49
C -3.62 -2.41 2.70
C -2.47 -1.61 2.07
C -2.85 -0.97 0.81
N -3.19 -0.48 -0.17
H -4.10 -1.21 4.46
H -5.47 -1.97 3.72
H -4.74 -0.52 2.98
H -4.19 -2.95 1.96
H -3.18 -3.14 3.38
H -1.64 -2.26 1.74
H -1.99 -0.89 2.73
C 1.46 3.84 1.39
C 1.46 4.07 -0.14
C 2.67 3.41 -0.81
C 3.97 3.91 -0.34
N 4.96 4.29 0.10
H 2.45 4.02 1.79
H 1.14 2.81 1.56
H 0.77 4.50 1.92
H 1.46 5.12 -0.44
H 0.55 3.63 -0.54
H 2.59 3.45 -1.90
H 2.65 2.35 -0.54
C -3.35 0.57 -4.08
C -2.96 2.02 -3.73
C -2.15 2.13 -2.43
C -1.84 3.48 -1.98
N -1.60 4.54 -1.60
H -3.93 0.55 -5.00
H -3.90 0.09 -3.27
H -2.42 0.03 -4.27
H -3.83 2.68 -3.64
H -2.42 2.47 -4.57
H -1.28 1.48 -2.43
H -2.82 1.75 -1.66
```

---

> The highest E_LUMO belongs to which entry?

C35H63N8O

---

> HOMO level of number 2 (C35H63FN6O2S)?

-0.3175 Ha

---

> Look up the orbital gap of the fourth one.

5.550 eV